{"formula": "C22H28FMnN12O4S", "method": "ωB97M-V/def2-TZVPD", "gap_ev": [4.6, 5.5], "homo_ev": [-15.51, -15.52], "charge": 3, "s_squared": 3.9285, "e_above_lowest_ev": 0.0000, "spin_multiplicity": 4, "symbols": ["Mn", "C", "N", "C", "C", "N", "N", "C", "N", "N", "H", "H", "H", "H", "H", "H", "H", "H", "H", "H", "H", "C", "N", "C", "C", "N", "C", "S", "C", "C", "C", "C", "C", "N", "H", "H", "H", "H", "H", "H", "H", "H", "H", "F", "C", "C", "N", "C", "C", "O", "O", "C", "O", "N", "C", "O", "H", "H", "H", "H", "N", "C", "C", "C", "N", "H", "H", "H", "H"], "coordinates": [[0.344154, -0.388194, -0.041912], [2.560241, 1.079548, 4.643501], [2.665987, 0.635199, 3.249225], [3.997651, 0.550770, 2.634671], [1.600268, 0.376721, 2.512708], [1.680177, 0.021944, 1.246054], [0.362300, 0.480364, 3.127095], [-0.872352, 0.369641, 2.543101], [-1.905244, 0.735449, 3.307574], [-1.023073, -0.088762, 1.331186], [3.560841, 1.131545, 5.058922], [1.999828, 0.360293, 5.242960], [2.120341, 2.076860, 4.704236], [4.737299, 0.792389, 3.390114], [4.067670, 1.269995, 1.819733], [4.187153, -0.465351, 2.286254], [2.598324, 0.139841, 0.834403], [0.374974, 0.797247, 4.085181], [-1.785183, 1.132149, 4.225894], [-2.849813, 0.688889, 2.960890], [-1.972176, -0.019526, 0.978788], [-1.135106, -4.584461, 2.665335], [-1.722870, -3.998732, 1.453760], [-3.006768, -4.257864, 1.014307], [-3.198678, -3.550479, -0.115165], [-2.012756, -2.863826, -0.367927], [-1.130052, -3.148387, 0.613677], [0.486749, -2.583894, 0.777954], [-1.786286, -2.108184, -1.554150], [-2.372169, -2.554073, -2.721612], [-2.275152, -1.769796, -3.860354], [-1.601675, -0.563212, -3.782590], [-1.005308, -0.211343, -2.589721], [-1.074225, -0.972603, -1.473710], [-1.535249, -5.588338, 2.779421], [-1.399529, -3.975500, 3.526950], [-0.056462, -4.644867, 2.555130], [-3.664252, -4.925562, 1.541601], [-4.065437, -3.453795, -0.742352], [-2.885749, -3.503569, -2.743539], [-2.723397, -2.101188, -4.787526], [-1.519224, 0.098619, -4.632191], [-0.452942, 0.710003, -2.502995], [2.969934, 7.759114, -1.212734], [2.882368, 6.538037, -0.733234], [1.733771, 5.863476, -0.734891], [1.654130, 4.570051, -0.212308], [0.422432, 3.816137, -0.250234], [0.639384, 2.501523, -0.981733], [1.226345, 2.468115, -2.045651], [0.087174, 1.458541, -0.418754], [2.738618, 3.940728, 0.313729], [2.653188, 2.784536, 0.742783], [3.893404, 4.654184, 0.328785], [4.116284, 5.953569, -0.191782], [5.199923, 6.449404, -0.159223], [0.820330, 6.293311, -1.120930], [-0.312427, 4.396808, -0.809089], [0.037185, 3.624086, 0.749992], [4.712794, 4.204110, 0.717725], [2.284646, 0.085944, -2.241096], [3.207772, -0.464427, -3.023174], [3.365451, -1.786593, -2.638072], [2.484723, -1.962673, -1.588637], [1.808618, -0.815340, -1.345647], [1.957805, 1.075297, -2.204037], [3.697539, 0.116142, -3.786310], [4.033633, -2.514758, -3.059336], [2.297743, -2.851581, -1.016223]], "atomic_forces_ev_per_a": [[0.03, 0.08, 0.19], [-0.01, 0.03, 0.01], [-0.14, -0.02, -0.03], [-0.01, -0.04, 0.00], [0.07, 0.12, -0.01], [0.12, -0.16, 0.03], [0.05, 0.03, 0.06], [-0.07, 0.04, 0.04], [0.07, -0.02, -0.01], [-0.13, -0.07, -0.01], [-0.04, 0.00, 0.02], [0.01, 0.01, 0.04], [-0.02, -0.01, 0.03], [0.01, 0.00, -0.04], [0.06, 0.02, -0.03], [0.01, -0.01, -0.02], [-0.06, 0.05, 0.06], [0.01, -0.05, -0.03], [0.00, 0.02, -0.01], [0.01, -0.01, 0.00], [0.09, 0.04, 0.01], [0.01, -0.01, -0.05], [-0.08, -0.01, 0.01], [0.05, 0.04, -0.11], [0.03, -0.02, 0.09], [-0.05, 0.03, -0.05], [0.16, 0.00, 0.04], [-0.04, 0.04, -0.10], [-0.02, -0.02, 0.13], [0.02, 0.05, 0.00], [-0.01, 0.00, -0.02], [0.04, 0.01, 0.07], [-0.04, -0.11, -0.05], [0.01, 0.11, -0.10], [0.01, 0.02, 0.04], [0.03, -0.02, 0.03], [-0.02, 0.01, 0.03], [-0.04, -0.03, 0.03], [-0.03, 0.01, -0.03], [-0.01, -0.03, 0.01], [-0.01, 0.00, -0.01], [0.00, 0.01, -0.02], [0.04, 0.02, -0.02], [-0.01, 0.14, -0.07], [0.02, -0.12, 0.06], [0.01, 0.04, 0.02], [-0.13, 0.25, -0.13], [-0.03, 0.08, -0.01], [-0.16, -0.01, 0.16], [0.22, 0.14, -0.13], [-0.11, -0.20, -0.12], [0.22, -0.09, 0.13], [-0.04, -0.17, 0.05], [0.00, 0.01, -0.04], [-0.10, -0.13, 0.04], [0.09, 0.11, -0.01], [0.03, -0.01, -0.02], [-0.02, -0.04, 0.03], [0.04, -0.01, 0.01], [-0.06, 0.02, -0.04], [0.02, -0.10, 0.18], [-0.02, 0.03, 0.11], [0.00, -0.01, 0.06], [-0.07, 0.05, -0.12], [0.13, -0.03, -0.05], [-0.14, -0.02, -0.21], [0.03, 0.03, -0.05], [0.03, -0.04, -0.02], [0.00, -0.03, -0.01]], "nbo_charge": [1.301, -0.439, -0.329, -0.438, 0.694, -0.752, -0.597, 0.687, -0.748, -0.767, 0.265, 0.218, 0.228, 0.252, 0.250, 0.222, 0.433, 0.441, 0.433, 0.433, 0.404, -0.414, -0.287, -0.023, -0.038, -0.355, 0.264, 0.094, 0.386, -0.231, -0.068, -0.212, 0.089, -0.514, 0.257, 0.236, 0.243, 0.278, 0.271, 0.263, 0.270, 0.272, 0.248, -0.258, 0.277, -0.034, -0.402, -0.297, 0.848, -0.626, -0.772, 0.803, -0.737, -0.618, 0.598, -0.480, 0.246, 0.258, 0.221, 0.439, -0.323, 0.057, -0.291, 0.004, -0.376, 0.457, 0.266, 0.276, 0.244]}


{"formula": "C22H28N10O3Zn", "method": "ωB97M-V/def2-TZVPD", "gap_ev": 7.6, "homo_ev": -7.12, "e_above_lowest_ev": 0.3520, "symbols": ["Zn", "O", "C", "C", "C", "C", "C", "C", "C", "N", "N", "C", "O", "C", "C", "C", "C", "C", "C", "H", "H", "H", "H", "H", "H", "H", "H", "H", "H", "C", "N", "C", "C", "N", "N", "C", "N", "N", "H", "H", "H", "H", "H", "H", "H", "H", "H", "H", "H", "C", "N", "C", "C", "O", "N", "C", "N", "H", "H", "H", "H", "H", "H", "H"], "coordinates": [[-0.379330, -0.403700, -0.187168], [-1.864061, 0.315510, -1.324754], [-1.935413, 1.506124, -1.837578], [-2.805134, 1.733996, -2.932090], [-2.961840, 2.978595, -3.495660], [-2.269435, 4.083386, -2.992524], [-1.421083, 3.900402, -1.926334], [-1.215765, 2.640627, -1.340645], [-0.335704, 2.574218, -0.196314], [0.036075, 1.478557, 0.347305], [0.866280, 1.498580, 1.441680], [0.651477, 0.436567, 2.189656], [-0.298126, -0.407996, 1.989840], [1.598346, 0.207776, 3.313904], [1.433165, -0.908448, 4.127501], [2.331410, -1.168933, 5.151048], [3.400109, -0.312262, 5.370960], [3.567150, 0.806478, 4.564864], [2.671051, 1.068324, 3.542059], [-3.349880, 0.883231, -3.324021], [-3.629711, 3.102821, -4.340024], [-2.408537, 5.064070, -3.427555], [-0.885858, 4.749618, -1.513462], [0.014162, 3.513431, 0.237878], [0.592956, -1.564764, 3.942937], [2.201429, -2.040294, 5.780534], [4.103002, -0.517499, 6.168812], [4.400837, 1.475499, 4.738885], [2.780897, 1.937700, 2.908954], [2.886831, 1.967627, -1.233265], [3.100661, 0.535435, -1.322904], [4.033820, -0.007662, -0.345454], [2.145181, -0.217637, -1.925742], [1.075589, 0.167304, -2.499568], [2.403846, -1.630726, -1.958998], [1.768581, -2.393373, -1.000835], [1.975945, -3.737734, -1.092672], [1.185677, -1.804349, -0.010633], [3.826960, 2.434829, -0.946120], [2.122723, 2.216492, -0.488952], [2.590366, 2.364297, -2.204874], [5.041059, 0.360398, -0.550741], [4.038098, -1.089508, -0.390332], [3.742639, 0.298877, 0.663591], [0.914762, 1.168940, -2.478496], [2.337979, -1.991811, -2.900682], [2.247830, -4.091185, -1.995816], [1.249273, -4.290322, -0.667760], [0.865247, -2.444746, 0.707159], [-5.323813, -1.328508, -0.222322], [-3.995621, -1.876891, -0.362765], [-3.527555, -2.628148, -1.503468], [-2.035016, -2.772520, -1.176590], [-1.238321, -3.396045, -1.847122], [-1.774215, -2.073261, -0.028807], [-2.935301, -1.545735, 0.386003], [-3.024143, -0.822327, 1.502516], [-5.974313, -1.796084, -0.956199], [-5.330251, -0.247303, -0.389649], [-5.723158, -1.539407, 0.771911], [-3.633496, -2.070465, -2.437418], [-4.015772, -3.599234, -1.593080], [-2.118775, -0.568348, 1.911632], [-3.791772, -0.182480, 1.609748]], "atomic_forces_ev_per_a": [[-0.06, -0.57, -0.24], [-0.06, 0.01, -0.13], [0.03, 0.09, 0.08], [-0.02, 0.05, -0.06], [0.05, -0.05, 0.05], [-0.03, 0.13, -0.05], [0.06, -0.03, 0.01], [-0.18, -0.10, -0.21], [0.02, -0.05, 0.18], [-0.16, 0.09, 0.01], [0.35, 0.15, 0.34], [-0.35, 0.23, -0.19], [0.29, 0.02, 0.15], [0.06, -0.04, 0.12], [-0.06, 0.01, -0.05], [0.05, 0.02, 0.05], [0.01, -0.05, 0.02], [0.03, 0.03, 0.01], [-0.04, -0.03, 0.01], [0.04, -0.04, 0.04], [-0.01, -0.01, 0.01], [0.03, -0.01, 0.01], [0.01, -0.01, 0.01], [0.01, 0.00, 0.02], [0.01, 0.01, -0.02], [-0.02, 0.00, -0.01], [0.00, 0.01, -0.01], [-0.01, 0.01, -0.01], [0.02, 0.01, -0.01], [-0.08, 0.08, -0.01], [0.04, -0.15, 0.12], [-0.05, 0.03, 0.02], [0.01, 0.24, 0.09], [-0.23, -0.10, -0.26], [-0.17, -0.11, 0.03], [0.50, 0.30, 0.28], [-0.19, -0.13, -0.06], [-0.10, 0.07, -0.38], [0.01, 0.01, -0.01], [0.29, -0.02, -0.11], [0.04, 0.03, -0.01], [-0.02, 0.01, -0.01], [0.05, -0.03, -0.01], [-0.03, -0.02, -0.01], [0.07, 0.03, 0.10], [-0.08, 0.02, 0.02], [0.09, 0.02, -0.01], [-0.11, -0.04, -0.01], [-0.01, 0.00, -0.01], [0.08, 0.09, 0.10], [-0.08, 0.06, 0.03], [0.18, -0.03, -0.12], [-0.17, -0.09, -0.27], [0.00, 0.04, 0.13], [0.04, 0.06, 0.31], [-0.18, -0.35, 0.00], [0.17, 0.04, -0.11], [-0.01, 0.00, 0.00], [-0.02, -0.01, -0.05], [-0.01, 0.00, -0.02], [0.00, -0.01, 0.01], [0.01, 0.00, 0.00], [-0.08, 0.09, 0.05], [-0.03, -0.03, 0.03]], "nbo_charge": [1.689, -0.932, 0.491, -0.313, -0.174, -0.296, -0.143, -0.279, 0.123, -0.468, -0.472, 0.557, -0.877, -0.048, -0.197, -0.223, -0.207, -0.225, -0.194, 0.204, 0.207, 0.210, 0.202, 0.181, 0.229, 0.210, 0.210, 0.210, 0.233, -0.421, -0.425, -0.404, 0.602, -0.765, -0.656, 0.655, -0.798, -0.933, 0.208, 0.223, 0.203, 0.194, 0.223, 0.210, 0.359, 0.408, 0.389, 0.405, 0.392, -0.416, -0.400, -0.321, 0.684, -0.618, -0.761, 0.692, -0.791, 0.223, 0.208, 0.208, 0.233, 0.220, 0.461, 0.399]}


> Which formula does entry 2 have?

C22H28N10O3Zn